1.
ORCA calculation (ωB97M-V with the def2-TZVPD basis set) on a molecular structure, C21H21AgFSb.

The geometry in ORCA input format:
```
! RIJCOSX wB97M-V def2-TZVPD def2/J DEFGRID3
* xyz 0 1
Sb 0.68089 0.14800 -0.71636
Ag 0.94099 0.91760 -3.29616
F 0.82579 1.43460 -5.21476
C -0.20501 -1.80280 -0.81046
C 2.28289 0.32940 3.41334
C 1.78189 -2.58620 -2.14686
C 3.43419 0.39980 1.18444
C -0.92481 2.73190 -0.37966
C -0.15011 -4.07400 -1.56936
C 0.38239 3.24490 0.14144
C -0.10231 0.18390 3.59914
C -2.02141 3.57300 -0.49866
C -1.43441 -2.04430 -0.22086
C -1.04911 1.40120 -0.78036
C -3.30661 1.81870 -1.50556
C -1.38131 -4.30960 -0.98296
C -2.22901 0.96160 -1.36046
C 2.19919 0.30920 2.02614
C -2.02831 -3.29070 -0.30766
C 0.45259 -2.82550 -1.49376
C 0.94519 0.22000 1.43144
C -3.20331 3.12460 -1.06226
C 1.14319 0.25920 4.19664
C -0.19331 0.17090 2.21744
H 3.25289 0.40040 3.88804
H -2.99321 -3.46050 0.14504
H 3.37849 1.26770 0.52434
H -1.94621 4.59510 -0.15426
H 1.23239 0.27010 5.27314
H 4.32269 0.49340 1.80274
H 2.19569 -3.51370 -2.53496
H -1.83371 -5.28640 -1.06196
H 0.35169 -4.87350 -2.09626
H -1.16891 0.14180 1.75074
H -4.21361 1.46710 -1.97406
H -1.94811 -1.24930 0.30274
H 2.49139 -2.16670 -1.42926
H -4.03091 3.80760 -1.18356
H -2.30661 -0.06200 -1.70676
H 1.15809 3.11270 -0.61946
H 0.31979 4.30160 0.38684
H 1.67859 -1.88110 -2.98396
H -0.99801 0.13660 4.20284
H 0.68339 2.69830 1.03664
H 3.53409 -0.49480 0.56774
*
```

Values from the calculation:
**LUMO**: -0.1 eV
**E_tot**: -1299.86074 Ha

2.
ORCA calculation (ωB97M-V with the def2-TZVPD basis set) on a molecular structure, C35H30BMnN9O.

The geometry in ORCA input format:
```
! RIJCOSX wB97M-V def2-TZVPD def2/J DEFGRID3
* xyz 0 6
Mn 0.18567 0.05641 0.52154
O 0.49085 -0.89763 -5.27136
N -0.69585 -1.68133 1.87340
N 0.43599 0.94486 -6.56175
N 2.02752 2.95890 0.59899
N 2.00752 -0.82348 1.13762
N -0.14615 1.14276 -1.75713
N 0.04955 1.37377 2.41137
N 0.36273 2.67642 2.59024
N -2.03861 0.45861 0.69824
N 1.88759 1.72242 0.08403
C -2.10403 -3.88953 2.84543
C 1.16220 -2.08341 -0.82220
C 3.11320 3.55620 0.07796
C 0.32686 -3.58311 -2.53388
C -1.19725 -2.15913 -1.33945
C -0.15774 2.47968 -1.79695
C 0.00652 3.22262 -2.94947
C 3.71014 2.68279 -0.81258
C 1.38229 -3.05206 -1.81418
C 4.22336 -0.97561 1.97954
C -4.82610 0.49830 0.60115
C 0.02150 0.52232 -2.92032
C 0.19867 1.17581 -4.14099
C -2.78793 -2.79767 2.30477
C 2.89534 1.54774 -0.76492
C 2.93590 -0.48262 2.02496
C 3.59439 -2.16498 -0.00331
C -0.14799 -1.59277 -0.61290
C -4.09716 1.56889 0.16728
C -0.97062 -3.15877 -2.27433
C -0.59263 2.01196 4.47276
C 0.19485 2.55759 -4.15102
C 0.38381 0.30757 -5.35858
C -0.51606 0.96962 3.54828
C -2.70811 1.49654 0.24603
C -4.22680 -2.77467 2.21607
C -0.73733 -3.83974 2.91233
C -0.02049 3.08008 3.81171
C -2.74972 -0.57511 1.21106
C 4.54890 -1.83442 0.94057
C -4.87336 -1.73451 1.67033
C 2.29895 -1.65189 0.10217
C -0.08426 -2.71098 2.43037
C -4.15689 -0.59565 1.15570
C -2.04739 -1.70545 1.82184
B 0.98364 3.66063 1.53616
H 4.94506 -0.69642 2.73463
H 5.54419 -2.25640 0.87217
H 2.99031 0.62695 -1.32299
H -0.16386 -4.65098 3.33981
H -5.90801 0.49539 0.53977
H 0.99411 -2.64455 2.50822
H 3.38220 4.55503 0.38003
H 0.34856 3.12994 -5.05831
H -2.21565 -1.79602 -1.19424
H -1.00564 1.99126 5.46677
H -1.80231 -3.59648 -2.81948
H -2.65372 -4.74996 3.20588
H -2.12124 2.35063 -0.06722
H 0.23361 1.91924 -6.67103
H -4.77517 -3.62387 2.60622
H 0.00004 4.30238 -2.89241
H 0.14915 4.09713 4.12452
H 0.02718 -0.56114 -2.93087
H -0.84184 -0.04910 3.67033
H 1.57885 4.51615 2.15110
H 0.49496 0.36916 -7.38332
H 4.59638 2.84048 -1.40321
H 0.51591 -4.32268 -3.30121
H 0.08025 4.14447 0.86290
H 2.38252 -3.40650 -2.04029
H 2.61070 0.20773 2.79662
H -0.26137 2.99648 -0.84917
H 3.85432 -2.82841 -0.81456
H -5.95484 -1.72803 1.60268
H -4.57014 2.46016 -0.21992
*
```

Values from the calculation:
**Expectation value of S²**: 8.759
**LUMO (spin up / spin down)**: 0.0 / -0.1 eV
**E_tot**: -3095.74867 Ha

3.
ORCA calculation (ωB97M-V with the def2-TZVPD basis set) on 10 unconnected molecules or ions with the total composition C63H143N3O24.

The geometry in ORCA input format:
```
! RIJCOSX wB97M-V def2-TZVPD def2/J DEFGRID3
* xyz 0 1
O -3.39229 3.12990 5.62895
O 0.89868 2.56160 6.38083
O -0.74784 -0.44714 -2.42013
O 3.09132 0.99505 3.93177
O 1.48921 -2.57901 0.26434
O -1.99711 -2.44243 -5.87712
O 3.45298 -0.23898 0.23433
O -0.92291 5.08335 8.28973
O 2.74069 -0.90908 -5.59552
O 4.69473 -4.74553 -1.82765
O -1.97361 -5.00323 1.35056
O -3.71803 2.75977 -5.14258
O 4.03838 3.23217 2.39862
O 6.19076 0.21381 -0.98131
O 2.08041 3.62061 -2.56493
O -5.06544 -4.59800 0.67181
O 1.59915 1.61307 -5.51880
O -2.95882 2.92253 -2.05191
O -4.06070 -4.24734 -4.37913
O -5.57845 2.68979 -7.64538
O 7.31087 -4.27017 -0.56073
O 1.31672 -5.61183 -2.65696
O -5.01955 -7.52484 -5.38869
O -5.18155 -6.65815 -1.23809
N -0.57941 -0.17052 -0.11535
N -4.29326 2.04794 5.29757
N 4.12573 4.52163 3.04586
C -2.86512 -2.23785 -4.78088
C -4.73992 -0.32800 5.28297
C -3.43924 3.06227 -6.49587
C 0.83392 0.46983 -5.94304
C 3.94618 0.88271 -0.37761
C 3.72380 6.85254 2.63900
C -2.63616 2.29105 -4.45292
C 2.28765 3.24791 -3.96117
C -1.67762 3.07835 -1.43889
C -4.89143 -0.33754 3.73441
C 3.49868 -1.44730 -0.45127
C -3.04918 -4.26156 1.95070
C 8.15546 -3.31579 0.05928
C -3.68573 2.53443 3.02112
C -0.11250 3.98072 7.93353
C -5.94461 -8.05374 -6.31616
C 2.90774 -2.49493 0.48490
C -2.36681 0.45198 5.10967
C -3.05815 1.88725 -3.04725
C 1.32759 2.18858 5.02941
C 5.14379 3.73665 5.08268
C 5.29119 4.71785 3.87844
C 3.68033 -5.38623 -2.50147
C 2.35448 4.94251 -2.17879
C 3.38226 -1.84891 -4.76739
C -5.57657 0.99444 3.44441
C 0.16625 -5.68814 -1.94011
C 4.56963 5.41632 0.77604
C -3.57942 0.79945 7.24466
C 7.50354 0.73869 -1.06927
C -3.72441 0.78375 5.66211
C 6.86661 -3.76642 -1.77025
C -2.07930 -1.49514 -6.91963
C 1.36190 2.06191 -4.16426
C -0.06893 6.26196 8.20419
C 4.23123 0.13284 3.88940
C -6.20588 -5.71084 -1.11242
C 5.38372 1.10171 -0.18810
C -0.09601 -0.20962 -1.37474
C -4.02262 -5.66775 -4.38287
C -4.64857 3.62378 -7.18211
C 6.65333 4.44194 3.10293
C 3.73007 5.41721 2.01121
C -5.62128 -4.39486 -0.64499
C -6.23813 2.10528 -6.51596
C -1.96900 -0.57265 0.12683
C 2.29585 -4.91627 -1.98841
C 5.91254 -4.66302 -2.50821
C -4.86831 2.26858 3.94990
C -2.31854 -6.35637 1.21270
C 2.33524 5.10620 1.65706
C -4.06282 -3.63743 1.03988
C 2.31158 1.05414 5.11834
C 5.19027 6.13446 4.47964
C -5.86212 3.41296 3.95752
C 1.37150 -0.75015 -5.22418
C -0.01843 3.69713 6.42155
C 0.84261 -3.29038 1.35159
C 4.91620 7.16412 3.44800
C -5.53833 -7.97390 -1.66045
C -5.21308 -6.15861 -5.21549
C 0.27099 0.14779 1.03547
C -2.97719 -3.47481 -3.98143
H -1.88411 -0.45067 5.53466
H -3.29498 3.55572 3.27419
H 5.54133 0.96028 0.90262
H 2.00888 5.98278 1.11531
H 5.68811 -4.20229 -3.43762
H -6.23389 -5.97134 -4.71900
H 4.48346 -0.03950 2.90503
H 1.34051 0.19386 0.81098
H -0.20866 -3.45948 1.17067
H -5.73236 -0.15809 5.67960
H -2.86263 -1.81707 -7.64616
H 3.50094 1.77404 0.07189
H -6.26931 -8.45418 -1.04123
H -2.40830 0.22853 4.02716
H 0.12253 -0.62243 1.84963
H -5.18341 4.30366 -6.40286
H 1.25523 -0.79143 -4.13080
H 6.15603 6.30197 4.91091
H 4.44317 6.17484 5.28060
H 8.19773 -0.10646 -1.19835
H -2.80653 1.50573 7.57595
H 0.11086 6.44617 7.15260
H -5.82389 1.16734 2.36262
H -3.61046 -3.32891 0.05446
H -4.44467 -1.31835 5.65045
H -2.88106 -6.66995 2.08504
H 3.30774 -1.59472 -3.70661
H -6.38689 -3.72198 -0.53371
H 3.35132 5.21391 -1.85068
H 2.95906 -1.35272 -1.41599
H -6.60758 2.88561 -5.83835
H 6.29727 -5.66884 -2.69412
H -2.56363 0.24891 0.51273
H -4.18512 1.69487 -3.16572
H 7.77420 -3.51144 -2.40041
H -3.28838 -0.17965 7.58700
H -4.01418 2.58755 1.96227
H -0.06460 1.05554 1.57520
H 2.28580 -5.13479 -0.84639
H -6.56652 0.88717 3.94275
H -5.88898 -8.03762 -2.72653
H 0.29890 -6.35565 -1.04642
H -3.08405 -6.09221 -4.77566
H -1.93107 -1.32262 0.88412
H 0.78457 6.16236 8.81601
H 2.11550 -3.84473 -2.09327
H 3.31390 2.96393 -4.18020
H -6.96876 -7.89596 -6.15174
H -1.97957 -4.01606 -4.11266
H -2.50377 -0.95634 -0.74506
H -1.49510 4.08566 -1.01973
H 1.01803 0.44251 -6.99260
H -4.87412 -4.04175 -1.31683
H 2.94276 1.06507 6.01072
H 6.40864 3.88464 2.18330
H 1.81715 0.05714 5.17901
H -2.79652 1.90522 3.04189
H -4.50545 1.08639 7.79869
H 3.51566 7.63830 1.90033
H 0.80378 -1.61450 -5.56181
H -0.19807 0.71873 -5.88298
H -4.58185 -2.77431 1.43336
H -2.75506 3.92372 -6.52555
H 1.01440 -2.73677 2.32595
H -1.71351 1.31337 5.30143
H -0.56134 3.07763 8.35888
H -1.05741 3.41304 6.11623
H -2.64418 -3.39695 2.43484
H 1.21070 -4.32497 1.33500
H 3.69845 0.85841 -1.46266
H -5.14997 -5.67390 -6.17765
H -6.24053 3.55185 2.90902
H -5.61891 1.38260 -5.96606
H 5.79853 7.22552 2.88405
H 2.92681 6.90694 3.36811
H 8.50980 -3.78908 0.96384
H 0.34456 4.57579 5.88864
H -3.82757 3.64252 6.33950
H -5.73294 -7.76395 -7.31659
H 1.53238 1.27120 -3.42353
H 2.97977 -2.86904 -4.83178
H 0.49874 1.84333 4.42238
H 1.03529 0.12336 -1.36819
H 2.24712 4.26104 0.97076
H 7.66032 -2.32004 0.22383
H 2.04079 4.06658 -4.62509
H -3.93622 -0.51249 3.27686
H -4.60303 -8.54752 -1.61952
H 4.43769 -1.86923 -5.10938
H -0.73485 -5.97128 -2.50275
H -5.87712 -9.15744 -6.22735
H 4.40025 4.57201 0.16447
H 1.83745 2.99368 4.54259
H -2.55612 0.97552 -2.83936
H 7.08744 5.36389 2.83070
H 7.62137 1.40742 -1.96701
H 6.35711 -2.76146 -1.62244
H 3.37227 -3.51251 0.40659
H -3.57179 -4.81489 2.75670
H 4.14254 3.86261 5.48594
H -0.87625 3.01370 -2.17738
H 0.90587 4.04968 8.34033
H 0.28132 2.33673 -4.07448
H -4.05487 -5.98601 -3.35138
H 5.19220 2.65448 4.87538
H -0.59722 7.16763 8.58626
H -4.27982 4.17012 -8.06138
H 4.29928 6.30626 0.15439
H 1.61505 4.98924 2.50053
H 4.51486 -1.79819 -0.68013
H -3.05204 -3.20586 -2.89607
H 5.66024 5.43167 0.85069
H 4.86361 8.10537 3.97939
H 9.01490 -3.15223 -0.66906
H 2.11846 5.54646 -3.08491
H -5.52848 -1.10984 3.27614
H 7.77563 1.21795 -0.13860
H 5.58568 2.14138 -0.49773
H -1.43400 -6.92908 0.94191
H 7.42957 3.95772 3.77786
H -6.89886 -5.52346 -1.96416
H -5.39634 4.39068 4.21786
H -6.86045 -6.09151 -0.31379
H 1.64649 5.19982 -1.40330
H -6.77279 3.17991 4.57803
H -1.10080 -1.48773 -7.43218
H 4.01447 -0.88061 4.37093
H -3.85144 -1.94464 -5.21053
H -7.08024 1.58358 -6.86649
H 3.65307 -5.06905 -3.54070
H 3.06627 -2.09151 1.50706
H -3.10242 2.18457 -6.99152
H -0.13315 -4.70047 -1.53049
H -1.73970 2.97682 -4.46230
H 3.54786 -6.42230 -2.42224
H 3.55401 2.67921 3.08899
H -1.51640 2.28413 -0.72332
H 5.80326 4.00661 5.91287
H -2.95231 -6.37112 0.34775
H -2.32422 -0.48062 -6.56490
H -2.62261 -1.32937 -4.22842
H -2.24166 1.43087 -4.97004
H 5.15493 0.61017 4.30535
*
```

Values from the calculation:
**SMILES**: CC1(C)CCCC(C)(C)N1O.CC1(C)CCCC(C)(C)N1O.COCCOCCOC.COCCOCCOC.COCCOCCOC.COCCOCCOC.COCCOCCOC.COCCOCCOC.COCCOCCOC.CN(C)C=O
**LUMO**: 0.5 eV
**E_tot**: -4455.58844 Ha

4.
ORCA calculation (ωB97M-V with the def2-TZVPD basis set) on a molecular structure, C25H33O2SSc.

The geometry in ORCA input format:
```
! RIJCOSX wB97M-V def2-TZVPD def2/J DEFGRID3
* xyz 0 1
Sc -0.69351 -1.21983 0.82131
S 0.85611 1.60417 2.39036
O -0.10670 -0.69907 -3.30826
O 2.01944 2.40683 -1.77735
C 0.03375 -0.08485 -5.48488
C 0.05381 -1.35381 -4.63595
C -2.52211 -1.64779 2.66771
C -2.83139 -0.48618 0.67775
C 0.12158 -3.39193 1.80165
C 0.00648 0.57068 -4.12342
C -1.96992 -0.35049 2.83189
C -1.10412 -2.27548 -4.97960
C 1.40238 -2.05124 -4.74117
C 0.44800 -3.22899 0.42264
C 1.69734 0.64312 4.79689
C 1.49457 -1.54526 1.61554
C 0.79369 1.45194 6.90422
C 0.83231 1.50368 4.06529
C -0.19970 3.41889 -1.86050
C 1.05447 1.44893 -1.18484
C -0.05410 2.32208 6.19121
C -0.41045 1.93937 -1.40896
C 0.76692 -2.35679 2.53466
C 1.66055 0.61857 6.18474
C 1.32526 3.59823 -2.16170
C 1.32363 -2.09562 0.29418
C -3.01917 -1.75445 1.32892
C -0.02818 2.35889 4.80261
C -2.15064 0.38061 1.61554
H 1.29174 1.41412 -0.09790
H -0.40108 4.00939 -0.94534
H 0.15139 -3.90938 -0.36783
H -2.05441 -1.73800 -4.89498
H 1.59854 -2.42569 -5.76491
H 1.78311 -1.74370 -0.61882
H -2.63087 -2.39002 3.45564
H -1.10467 -3.14437 -4.31148
H -0.66333 3.03578 4.23421
H -1.04348 -2.64806 -6.02374
H -0.85705 1.23779 -4.00237
H 2.32473 -0.06064 6.72726
H 0.92650 1.10300 -3.85061
H 1.67412 4.44671 -1.50761
H -3.55113 -2.61590 0.92787
H 1.19747 0.43932 -1.64568
H 2.39020 0.02511 4.22716
H 1.43876 -2.89897 -4.04466
H -0.74454 2.96523 6.72623
H -0.85554 3.79255 -2.66152
H -0.87037 0.06942 -6.06132
H 0.77404 1.43075 7.99410
H -1.58311 0.05380 3.76528
H 0.91642 0.05973 -6.10413
H -0.45454 -4.19846 2.23787
H 2.19894 -1.34213 -4.46920
H 2.14420 -0.73585 1.90560
H -1.92671 1.43789 1.49080
H 0.76250 -2.25304 3.61372
H -0.90429 1.32054 -2.17341
H -3.20629 -0.21114 -0.30987
H -0.99641 1.91061 -0.47870
H 1.47486 3.83941 -3.25216
*
```

Values from the calculation:
**LUMO**: -0.3 eV
**E_tot**: -2281.71219 Ha

5.
ORCA calculation (ωB97M-V with the def2-TZVPD basis set) on a molecular structure, C31H33CuN2O7P2SSb.

The geometry in ORCA input format:
```
! RIJCOSX wB97M-V def2-TZVPD def2/J DEFGRID3
* xyz -1 1
Sb 1.62774 0.18621 -1.00804
Cu -2.06848 0.30637 0.02034
S 0.14264 0.86755 -2.57399
P -2.16976 2.68735 -0.04735
P -3.25204 0.13613 -1.98465
O -0.21403 0.31466 0.82864
O 0.34803 -2.51702 6.30722
O -2.71742 -1.13386 1.14639
O 0.95453 0.36176 2.69124
O -4.21233 -4.42613 2.72592
O -3.68433 -3.60117 0.81316
O -1.09031 -4.12074 6.27541
N -3.53996 -3.67651 2.02327
N -0.55964 -3.13800 5.76524
C 3.23350 -0.48969 -2.28829
C -2.70444 2.86674 -1.81011
C 0.00076 -0.05289 2.04091
C 2.92601 2.88200 -1.16442
C -3.33134 3.85741 0.79217
C 1.37609 -3.68786 1.97848
C -0.86819 -1.11457 2.67669
C -2.05239 -3.37085 3.86791
C 5.07652 -1.45072 -4.13247
C 0.55236 -2.48279 0.07549
C 2.80224 2.17062 1.12782
C -3.83619 1.89351 -2.11613
C 1.59405 -1.58521 0.20238
C 2.41055 -2.77658 2.10553
C 5.36019 -0.31932 -3.38764
C -2.52530 -2.91346 2.65715
C 3.52387 4.06462 -0.77293
C -4.88445 -0.68282 -1.78481
C -0.66787 3.73865 -0.09712
C 0.45380 -3.54696 0.95463
C -2.05377 -1.67076 2.06578
C 4.44142 0.15963 -2.46923
C 2.52748 -1.72532 1.21116
C 3.40382 3.35866 1.51536
C 3.87445 -2.11346 -3.94633
C 2.57468 1.93548 -0.21392
C -1.01834 -2.70030 4.50902
C 2.96152 -1.62948 -3.02918
C -0.40207 -1.61513 3.86416
C -2.91095 -0.24316 -3.75460
C 3.77452 4.29938 0.56975
H -0.21953 3.77248 0.89433
H -3.01604 3.95926 1.82929
H 5.78900 -1.81786 -4.85786
H -3.32706 4.83625 0.31489
H -1.94659 0.18908 -4.01340
H -1.83350 2.61794 -2.42357
H -5.28177 -0.42732 -0.80360
H -0.90374 4.74888 -0.43384
H -2.85873 -1.32349 -3.87227
H -4.64270 2.01616 -1.38591
H 0.47136 -1.16538 4.31547
H 3.33896 -1.01484 1.30419
H 2.01154 -2.13606 -2.89096
H 3.64507 -3.00250 -4.51843
H 3.57760 3.54824 2.56615
H 2.72577 2.69108 -2.21270
H 3.11459 -2.86993 2.91997
H -4.33836 3.44581 0.77837
H 4.66944 1.04761 -1.89363
H 6.29995 0.19777 -3.52569
H -5.58095 -0.37130 -2.56520
H -2.47757 -4.26601 4.30075
H 4.25604 5.21840 0.87507
H -0.19648 -2.33476 -0.69272
H 0.03792 3.27233 -0.78261
H -3.69363 0.15770 -4.39740
H 2.47670 1.45180 1.86842
H -4.73606 -1.76113 -1.81881
H -4.24222 2.06633 -3.11753
H 1.28255 -4.50689 2.67833
H -0.36564 -4.24468 0.85463
H -3.00356 3.90194 -2.00678
H 3.79045 4.80114 -1.51698
*
```

Values from the calculation:
**LUMO**: 2.4 eV
**E_tot**: -4798.87143 Ha